[1]
Here is a cluster of 3 separate species, C19H40F3I2O5P in total from the Open Molecules 2025 dataset. Energies are from ωB97M-V with the def2-TZVPD basis set.

The geometry in ORCA input format:
```
! wB97M-V def2-TZVPD RIJCOSX def2/J DEFGRID3
* xyz 0 1
C 2.07271 0.76257 3.53032
C 0.86450 0.08739 2.84818
C -0.32177 -0.05886 3.83069
C 0.37733 0.86778 1.61649
C 1.45933 1.08167 0.54106
O 2.30501 -0.03823 0.56130
C 3.35435 -0.13593 -0.38791
C 4.48436 0.90995 -0.17576
C 5.80855 0.59254 -0.91170
C 7.05486 0.38113 -0.04630
C 8.32480 0.68723 -0.84768
I 7.30731 -1.59183 0.77548
O 4.70613 1.14191 1.21584
C 4.61759 2.44485 1.64256
I 6.14902 3.80977 0.91561
P 3.86580 -1.93112 -0.45520
C 2.51758 -2.49425 -1.55306
O 3.30038 -2.38787 1.03089
C 0.79888 1.27410 -0.83123
F 0.51228 0.11503 -1.44118
F 1.59257 1.97178 -1.67301
F -0.34389 1.97005 -0.74441
H 2.87722 0.04393 3.72299
H 1.79555 1.19939 4.49611
H 2.50741 1.54977 2.90991
H 1.13760 -0.92678 2.53969
H -0.39693 0.80529 4.49630
H -0.23028 -0.97284 4.42722
H -1.26851 -0.13763 3.28408
H -0.42146 0.27253 1.15364
H -0.04516 1.83100 1.91754
H 1.99183 2.02338 0.72630
H 2.97763 0.05645 -1.40149
H 4.09164 1.84516 -0.60595
H 6.05072 1.46329 -1.53525
H 5.69118 -0.25307 -1.59755
H 7.02494 1.02058 0.83093
H 8.24202 1.67725 -1.30772
H 8.44884 -0.04540 -1.65483
H 9.21238 0.63162 -0.21578
H 3.68335 2.93131 1.34951
H 4.72396 2.45642 2.72767
H 1.50444 -2.31110 -1.18511
H 2.65282 -3.57112 -1.70245
H 2.64960 -2.00853 -2.52762
H 3.84879 -3.12528 1.32487
C -4.75076 1.69349 -3.62672
C -4.43038 1.28561 -2.19720
C -3.03332 0.69903 -2.07793
O -5.40733 0.36651 -1.70671
H -4.71321 0.82109 -4.28535
H -5.75311 2.11724 -3.68873
H -4.03688 2.43022 -3.99726
H -4.51460 2.15650 -1.54515
H -2.94831 -0.20263 -2.69183
H -2.82175 0.42079 -1.04544
H -2.27624 1.40922 -2.40822
H -5.36763 -0.42328 -2.25645
C -7.40750 -1.83936 0.79460
C -8.01340 -2.82623 -0.18939
C -9.14500 -2.19911 -0.98905
O -8.46264 -4.00472 0.47939
H -8.16132 -1.51416 1.51770
H -6.59249 -2.30371 1.35013
H -7.02203 -0.95755 0.28008
H -7.23840 -3.17473 -0.87472
H -9.94994 -1.88382 -0.31911
H -9.55969 -2.91855 -1.69536
H -8.80036 -1.32348 -1.54111
H -9.15099 -3.74367 1.09983
*
```

SMILES = CC(C)C[C@@H](O[C@@H]([C@H](C[C@H](C)I)OCI)P(C)O)C(F)(F)F.CC(C)O.CC(C)O

[2]
Here is a cluster of 2 separate species, CHF3N2S in total at a distorted geometry from the Open Molecules 2025 dataset. Energies are from ωB97M-V with the def2-TZVPD basis set.

The geometry in ORCA input format:
```
! wB97M-V def2-TZVPD RIJCOSX def2/J DEFGRID3
* xyz 0 1
F -1.18533 0.22563 1.21836
C -1.28712 -0.27441 -0.08190
F -1.84890 -1.46638 -0.06767
F -1.99845 0.57925 -0.72695
S 0.41287 -0.37019 -0.90221
H 0.36062 -1.67656 -1.13505
N 2.65528 1.05959 0.53075
N 2.89104 1.92306 1.16468
*
```

SMILES = FC(F)(F)S.N#N
ΔE to the lowest compared entry with this formula, charge and spin = 0.277 eV

[3]
Here is a structure of composition C27H17F6N4O11PPdS2 at a distorted geometry from the Open Molecules 2025 dataset. Energies are from ωB97M-V with the def2-TZVPD basis set.

The geometry in ORCA input format:
```
! wB97M-V def2-TZVPD RIJCOSX def2/J DEFGRID3
* xyz -2 1
Pd -0.62552 0.32213 -0.88484
O -2.05909 -2.95813 -2.70610
C -1.73588 -1.79063 -2.50269
O -0.72917 -1.47985 -1.75434
C -2.51206 -0.70112 -3.22125
C -3.65036 -1.11084 -3.87091
C -4.40453 -0.23687 -4.65479
C -3.98799 1.07026 -4.83852
C -2.83162 1.48089 -4.22825
C -2.06494 0.65661 -3.32637
O -1.09299 1.15292 -2.69033
N -2.40854 2.84788 -4.51517
O -3.28142 3.67265 -4.75945
O -1.22201 3.09404 -4.53816
N -5.59815 -0.69661 -5.31452
O -6.22891 0.09881 -6.00330
O -5.97580 -1.84156 -5.11052
H -3.93857 -2.14722 -3.77574
H -4.54979 1.75601 -5.45300
F 1.41621 5.32652 2.25861
C 0.59082 4.76313 3.14628
F 1.25801 4.66303 4.30741
F -0.43990 5.59661 3.33697
S 0.03907 3.07079 2.62478
O 1.24081 2.48848 2.10852
O -0.53630 2.57042 3.83871
N -1.11873 3.36755 1.60888
S -1.15760 3.24400 0.04811
O -2.47625 2.89999 -0.37226
O -0.04803 2.57331 -0.57556
C -0.99955 4.99499 -0.50078
F -1.12297 5.06508 -1.82408
F 0.18451 5.51495 -0.16117
F -1.95777 5.73894 0.05851
N -0.44876 -0.37301 0.96343
P 0.80423 -1.20570 1.28180
C 1.54006 -0.81293 2.90153
C 0.68900 -0.31659 3.88118
C 1.18744 0.03557 5.12666
C 2.54060 -0.10752 5.40043
C 3.39890 -0.59341 4.42234
C 2.89996 -0.94103 3.17461
C 0.55887 -3.02799 1.37344
C 1.34701 -3.88998 2.13359
C 1.11843 -5.25956 2.10770
C 0.10180 -5.77860 1.31538
C -0.68993 -4.92544 0.55818
C -0.46788 -3.55536 0.59311
C 2.20775 -1.04312 0.13087
C 2.69162 -2.08016 -0.65664
C 3.69881 -1.83986 -1.58428
C 4.22182 -0.56418 -1.72856
C 3.73334 0.47949 -0.94963
C 2.72748 0.24497 -0.02707
H -0.35278 -0.15553 3.63452
H 0.52034 0.45784 5.86710
H 2.93293 0.18312 6.36820
H 4.46002 -0.68359 4.62371
H 3.57568 -1.29472 2.40354
H 2.13965 -3.49147 2.75628
H 1.73431 -5.92199 2.70564
H -0.07256 -6.84847 1.29101
H -1.47697 -5.31920 -0.07281
H -1.06671 -2.88167 -0.00456
H 2.26944 -3.07299 -0.56556
H 4.05968 -2.65041 -2.20636
H 4.99849 -0.37661 -2.46095
H 4.12199 1.48262 -1.07544
H 2.32092 1.06035 0.56287
*
```

ΔE to the lowest compared entry with this formula, charge and spin = 0.384 eV

[4]
Here is a structure of composition C28H31N6OSn from the Open Molecules 2025 dataset. Energies are from ωB97M-V with the def2-TZVPD basis set.

The geometry in ORCA input format:
```
! wB97M-V def2-TZVPD RIJCOSX def2/J DEFGRID3
* xyz 1 1
Sn 1.25765 -1.23658 -0.40911
C 1.74792 -1.35616 4.21576
C 1.95258 -1.15972 2.75121
N 1.10674 -1.53409 1.86056
N -0.04278 -2.14115 2.28021
C -0.81557 -2.47878 1.27699
O -0.50322 -2.31493 0.02774
C -2.13352 -3.06820 1.58201
C -2.93065 -3.53856 0.54298
C -4.19047 -4.04822 0.81306
C -4.65867 -4.08667 2.11946
C -3.86290 -3.62092 3.15890
C -2.60217 -3.11444 2.89378
C 3.19420 -0.51327 2.25826
C 4.22560 -0.16571 3.11932
C 5.38562 0.38452 2.59474
C 5.49104 0.55897 1.22660
C 4.41324 0.18948 0.43900
N 3.29039 -0.31386 0.93794
H 0.82553 -1.89502 4.39487
H 2.58301 -1.91455 4.64219
H 1.70550 -0.38759 4.72030
H -2.55750 -3.49620 -0.47108
H -4.80759 -4.41829 0.00474
H -5.64345 -4.48401 2.32945
H -4.22831 -3.65364 4.17711
H -1.97681 -2.74027 3.69214
H 4.13195 -0.32855 4.18283
H 6.20140 0.66056 3.24941
H 6.38276 0.96875 0.77440
H 4.45329 0.30261 -0.63990
N 0.52665 2.69932 -5.55959
C -0.06407 1.35693 -5.62465
C 0.49129 0.46601 -4.52470
N 0.05720 -0.90939 -4.73324
H 0.09088 3.30008 -6.24940
H 1.50685 2.64845 -5.81739
H 0.46351 3.71131 -3.52400
H 0.09876 0.85448 -6.58310
H -1.14464 1.45632 -5.49222
H 0.20670 0.88631 -3.54921
H 1.58536 0.48898 -4.56742
H 0.44126 -1.53508 -4.03731
H -0.95188 -0.98735 -4.69146
C -3.52901 0.44608 2.17658
C -3.49603 0.05653 0.84610
C -2.31235 0.13177 0.12495
C -1.16318 0.60325 0.74281
C -1.18840 0.99085 2.07628
C -2.37450 0.91285 2.79059
N 0.07396 0.69514 0.01898
C 0.31704 1.78857 -0.64762
C -0.63657 2.88270 -0.75530
C -0.42149 3.87983 -1.61904
C 0.77396 3.95960 -2.48644
C 1.82218 2.97270 -2.14790
C 1.59906 1.95347 -1.31630
H -4.45180 0.37800 2.73715
H -4.39083 -0.31796 0.36655
H -2.27739 -0.18363 -0.91034
H -0.27952 1.35329 2.54202
H -2.39621 1.21665 3.82905
H -1.53714 2.84692 -0.15966
H -1.16651 4.65970 -1.72470
H 1.17186 4.97563 -2.53888
H 2.78520 3.07108 -2.63559
H 2.37501 1.23508 -1.10146
*
```

ΔE to the lowest compared entry with this formula, charge and spin = 0.000 eV

no.,HOMO (eV),HOMO-LUMO gap (Eh),calculated total energy (Eh)
1,-8.467,0.3219,-2360.48020
2,-10.279,0.4032,-846.03441
3,-2.838,0.2611,-3950.52092
4,-10.846,0.2756,-1703.47820